Entry from OMol25: a cluster of 3 separate species, C4H13N2O2 in total (wB97M-V/def2-TZVPD).

Each atom is followed by the atoms it is bonded to, with distances in Å.
Element x y z (Å)
1 O -0.26649 0.43302 0.71899  C8 1.197
2 O 1.96051 1.25901 -0.42581  H17 0.965, H19 0.962
3 N 1.73068 -1.92466 -1.63226  C7 1.406, H15 1.012, H18 1.009
4 N -2.46626 4.11917 2.58585  H13 1.014, H16 1.008, H20 1.008
5 C -0.52511 -1.88995 0.38227  C6 1.408, C8 1.473, H12 1.085
6 C -0.71154 -1.79498 -1.00979  C5 1.408, C7 1.615, H11 1.085, H21 1.096
7 C 0.54821 -1.18796 -1.81845  N3 1.406, C6 1.615, H9 1.079, H14 1.089
8 C -0.31320 -0.67049 1.18116  O1 1.197, C5 1.473, H10 1.100
9 H 0.65145 -0.15619 -1.52003  C7 1.079
10 H -0.09919 -0.80503 2.25213  C8 1.100
11 H -0.87535 -2.79790 -1.39132  C6 1.085
12 H -0.20824 -2.79550 0.88875  C5 1.085
13 H -3.40539 3.73958 2.62162  N4 1.014
14 H 0.23610 -1.22489 -2.86111  C7 1.089
15 H 2.37402 -1.55504 -0.94464  N3 1.012
16 H -2.46190 4.90652 3.21496  N4 1.008
17 H 1.28594 1.03685 0.22746  O2 0.965
18 H 2.21319 -2.13622 -2.49336  N3 1.009
19 H 2.15033 2.19681 -0.32757  O2 0.962
20 H -2.21664 4.41573 1.65549  N4 1.008
21 H -1.62406 -1.23721 -1.24916  C6 1.096

Electronic energy ... -419.809282 a.u.
Strongest force on any atom ... 0.0593 Eh/bohr
Total charge ... +1
HOMO-LUMO gap ... 3.98 eV
LUMO level ... -0.29811 Eh
E_HOMO ... -12.09 eV

Entry from OMol25: a cluster of 2 separate species, C4H13N2O2 in total (wB97M-V/def2-TZVPD).

Each atom is followed by the atoms it is bonded to, with distances in Å.
Element x y z (Å)
1 O -0.35690 -1.08161 3.34219  H13 0.961, H16 0.965
2 O 1.20545 1.03533 0.96644  C7 1.222
3 N -0.63075 -0.70842 0.65866  C6 1.490, C8 1.475, H12 1.020, H17 1.028
4 N 1.51473 1.58212 -1.20219  C5 1.448, C7 1.339, H10 1.011
5 C 1.34235 1.46972 -2.63570  N4 1.448, H11 1.099, H18 1.089, H19 1.086
6 C 0.12917 -0.38807 -0.58211  N3 1.490, C7 1.541, H15 1.084, H21 1.088
7 C 1.01569 0.81940 -0.22100  O2 1.222, N4 1.339, C6 1.541
8 C -2.03847 -1.09988 0.45423  N3 1.475, H9 1.088, H14 1.075, H20 1.089
9 H -2.14345 -1.60820 -0.50211  C8 1.088
10 H 2.19071 2.25009 -0.85801  N4 1.011
11 H 2.21630 1.06588 -3.16486  C5 1.099
12 H -0.12719 -1.48176 1.09296  N3 1.020
13 H -0.90136 -1.43137 4.05260  O1 0.961
14 H -2.69708 -0.24980 0.45947  C8 1.075
15 H -0.57257 -0.09846 -1.35645  C6 1.084
16 H 0.32640 -0.53773 3.75366  O1 0.965
17 H -0.49850 0.04000 1.35051  N3 1.028
18 H 1.22065 2.45851 -3.07499  C5 1.089
19 H 0.45677 0.88396 -2.86529  C5 1.086
20 H -2.40566 -1.71604 1.27409  C8 1.089
21 H 0.75369 -1.20367 -0.94209  C6 1.088

Electronic energy ... -419.978815 a.u.
Strongest force on any atom ... 0.0290 Eh/bohr
Total charge ... +1
HOMO-LUMO gap ... 10.90 eV
LUMO level ... -0.10501 Eh
E_HOMO ... -13.76 eV

Entry from OMol25: a cluster of 2 separate species, C4H13N2O2 in total (wB97M-V/def2-TZVPD).

Each atom is followed by the atoms it is bonded to, with distances in Å.
Element x y z (Å)
1 O 2.18585 -0.34326 -0.40972  C7 1.230
2 O -0.23046 -2.92392 -0.13601  H18 0.966, H19 0.976
3 N 2.29583 1.09008 1.34535  C7 1.298, H13 1.012, H20 1.021
4 N -0.39660 -0.10699 -0.96294  C6 1.517, C8 1.519, H14 1.025, H16 1.021
5 C -0.62705 0.56445 1.42656  C6 1.510, H10 1.088, H11 1.090, H12 1.077
6 C 0.11523 0.80739 0.13402  N4 1.517, C5 1.510, C7 1.637, H9 1.078
7 C 1.70105 0.47599 0.36892  O1 1.230, N3 1.298, C6 1.637
8 C -1.56083 0.46671 -1.75149  N4 1.519, H15 1.092, H17 1.087, H21 1.074
9 H 0.13681 1.83426 -0.19299  C6 1.078
10 H -0.34309 1.34413 2.13015  C5 1.088
11 H -0.51324 -0.43166 1.85302  C5 1.090
12 H -1.65362 0.83144 1.23897  C5 1.077
13 H 1.75321 1.71513 1.92840  N3 1.012
14 H -0.70532 -0.93070 -0.43650  N4 1.025
15 H -1.63784 1.55182 -1.65283  C8 1.092
16 H 0.34055 -0.28802 -1.64578  N4 1.021
17 H -2.48665 0.02731 -1.38802  C8 1.087
18 H 0.28426 -3.55487 0.38410  O2 0.966
19 H -0.57010 -3.47413 -0.86693  O2 0.976
20 H 3.31403 1.11014 1.42218  N3 1.021
21 H -1.40202 0.23469 -2.78848  C8 1.074

Electronic energy ... -419.479059 a.u.
<S²> ... 0.756
Strongest force on any atom ... 0.0335 Eh/bohr
Total charge ... +2
HOMO-LUMO gap (spin up / spin down) ... 11.14 / 5.78 eV
LUMO level (spin up / spin down) ... -0.29456 / -0.49122 Eh
E_HOMO (spin up / spin down) ... -19.16 / -19.15 eV
Spin multiplicity ... 2

Entry from OMol25: a cluster of 2 separate species, C4H13N2O2 in total (wB97M-V/def2-TZVPD).

Each atom is followed by the atoms it is bonded to, with distances in Å.
Element x y z (Å)
1 O 1.23194 -1.29782 1.29722  H19 0.950, H20 0.933
2 O 0.55877 -1.70519 -0.98017  C8 1.170
3 N 0.76962 -0.17544 -2.78479  C8 1.479, H12 0.986, H14 1.000
4 N -1.05914 -0.38987 0.60332  C5 1.534, C7 1.633, H10 1.048, H16 1.120
5 C -1.98010 0.44548 1.50099  N4 1.534, H9 1.061, H11 1.103, H21 1.146
6 C 0.89624 1.18673 -0.05685  C7 1.510, H13 1.131, H17 1.068, H18 1.138
7 C -0.30179 0.43436 -0.58553  N4 1.633, C6 1.510, C8 1.533, H15 1.103
8 C 0.39795 -0.63704 -1.42923  O2 1.170, N3 1.479, C7 1.533
9 H -1.70681 1.47080 1.51847  C5 1.061
10 H -1.66915 -1.02230 0.03161  N4 1.048
11 H -1.83562 0.16956 2.55942  C5 1.103
12 H 0.86573 0.77755 -3.02048  N3 0.986
13 H 1.40092 0.87011 0.90433  C6 1.131
14 H 1.33077 -0.74027 -3.38914  N3 1.000
15 H -0.99515 1.05555 -1.17652  C7 1.103
16 H -0.22582 -0.71765 1.27582  N4 1.120
17 H 0.68549 2.15002 0.35353  C6 1.068
18 H 1.82520 1.38833 -0.68321  C6 1.138
19 H 1.39332 -2.11274 0.83600  O1 0.950
20 H 1.44679 -1.51743 2.17869  O1 0.933
21 H -3.02915 0.36726 1.04651  C5 1.146

Electronic energy ... -419.397717 a.u.
<S²> ... 0.770
Strongest force on any atom ... 0.0722 Eh/bohr
Total charge ... +2
HOMO-LUMO gap (spin up / spin down) ... 11.99 / 6.13 eV
LUMO level (spin up / spin down) ... -0.30196 / -0.51625 Eh
E_HOMO (spin up / spin down) ... -20.21 / -20.18 eV
Spin multiplicity ... 2

Entry from OMol25: a cluster of 3 separate species, C4H13N2O4 in total (wB97M-V/def2-TZVPD).

Each atom is followed by the atoms it is bonded to, with distances in Å.
Element x y z (Å)
1 O 2.30718 1.16294 2.92799  H11 1.079, H15 0.950
2 O 1.43372 -0.46348 -2.73532  C7 1.207
3 O 0.18041 0.02264 2.18895  C10 1.348
4 O -2.89750 -0.56591 -0.42450  H18 1.052, H20 0.959
5 N -0.78402 -0.75873 -2.71354  C7 1.388, H14 0.972, H17 0.977
6 N 1.55470 -1.23773 0.04806  C9 1.486, H12 1.043, H19 1.079
7 C 0.43947 -0.62502 -2.07089  O2 1.207, N5 1.388, C9 1.527
8 C 0.11117 0.83524 -0.09385  C9 1.539, C10 1.573, H16 1.126, H23 1.074
9 C 0.34296 -0.61727 -0.54704  N6 1.486, C7 1.527, C8 1.539, H21 1.128
10 C -0.53733 0.78371 1.33876  O3 1.348, C8 1.573, H13 1.182, H22 1.131
11 H 1.35103 0.72291 2.69163  O1 1.079
12 H 2.41466 -0.73196 -0.25458  N6 1.043
13 H -0.62708 1.88254 1.76567  C10 1.182
14 H -1.59092 -0.81346 -2.17502  N5 0.972
15 H 2.90477 0.65310 2.39329  O1 0.950
16 H 1.07322 1.41589 -0.02249  C8 1.126
17 H -0.84080 -0.81220 -3.68757  N5 0.977
18 H -2.15030 -0.38817 0.29506  O4 1.052
19 H 1.46279 -1.08975 1.11295  N6 1.079
20 H -3.50801 0.16510 -0.31114  O4 0.959
21 H -0.50796 -1.28855 -0.23315  C9 1.128
22 H -1.58393 0.36435 1.24694  C10 1.131
23 H -0.54823 1.38380 -0.74022  C8 1.074

Electronic energy ... -570.579164 a.u.
<S²> ... 0.756
Strongest force on any atom ... 0.0746 Eh/bohr
HOMO-LUMO gap (spin up / spin down) ... 10.36 / 6.64 eV
LUMO level (spin up / spin down) ... 0.00879 / -0.12618 Eh
E_HOMO (spin up / spin down) ... -10.13 / -10.07 eV
Spin multiplicity ... 2